[1]
ORCA calculation (ωB97M-V/def2-TZVPD) on a molecular structure, C23H26N4O4PSeV.

The calculation puts the LUMO energy at -8.280 eV. The total energy is -5098.347095 Ha. The value obtained for the highest occupied orbital energy is -13.98 eV. The relative energy (zero: lowest compared OMol25 entry of this formula, charge and spin) is 25.9 kJ/mol. As for the total charge: +2. The HOMO-LUMO gap is 0.210 Ha. The strongest force on any atom comes out at 0.386 eV Å⁻¹.

Geometry as XYZ:
```
60
C23H26N4O4PSeV | OMol25 | ωB97M-V/def2-TZVPD
V 0.094 0.104 0.046
N -1.628 -1.043 0.719
C -2.189 -0.594 2.001
C -1.089 0.138 2.732
O -1.137 0.472 3.878
N -0.003 0.402 1.888
C 1.152 1.003 2.528
C 2.324 0.702 1.626
O 3.476 0.856 1.771
O 1.799 0.154 0.429
H -2.295 -0.979 -0.042
H -1.348 -2.021 0.773
H -2.560 -1.411 2.617
H -3.015 0.099 1.835
H 1.311 0.619 3.536
H 1.056 2.091 2.603
Se 1.198 -3.042 0.234
N 0.726 -1.714 -0.916
C 0.940 -2.144 -2.151
C 0.872 -1.381 -3.349
C 1.161 -1.997 -4.524
C 1.510 -3.387 -4.605
C 1.622 -4.145 -3.493
C 1.369 -3.534 -2.225
N 1.520 -4.155 -1.077
H 0.661 -0.322 -3.297
H 1.150 -1.423 -5.442
H 1.708 -3.813 -5.579
H 1.915 -5.185 -3.515
C -1.062 2.313 -3.311
P -1.956 0.945 -2.587
C -2.383 -0.206 -3.890
C -3.495 1.589 -1.929
O -1.176 0.191 -1.488
H -1.610 2.617 -4.206
H -0.052 2.018 -3.597
H -1.010 3.155 -2.622
H -3.110 0.264 -4.553
H -2.827 -1.107 -3.464
H -1.502 -0.484 -4.465
H -4.047 2.090 -2.725
H -3.296 2.311 -1.138
H -4.111 0.774 -1.545
C 3.058 4.258 -2.481
C 3.160 2.856 -2.395
C 2.251 2.126 -1.679
C 1.180 2.764 -1.003
C 0.168 2.098 -0.258
C -0.906 2.770 0.276
C -0.997 4.169 0.167
C -0.024 4.854 -0.509
C 1.062 4.183 -1.118
C 2.031 4.903 -1.856
H 3.795 4.816 -3.042
H 3.977 2.351 -2.893
H 2.372 1.054 -1.621
H -1.671 2.248 0.842
H -1.821 4.690 0.634
H -0.072 5.934 -0.584
H 1.937 5.980 -1.917
```

Results of the Löwdin charge analysis, in e, for atoms 1 through 8:
1. V 1.013
2. N -0.001
3. C -0.076
4. C -0.461
5. O 0.175
6. N -0.079
7. C -0.051
8. C -0.427


[2]
ORCA calculation (ωB97M-V/def2-TZVPD) on a molecular structure, C22H44AlBrCa2F2IN4O12PS2 at a distorted geometry.

The calculation puts the LUMO energy at -8.942 eV. The total energy is -7792.193892 Ha. The value obtained for the highest occupied orbital energy is -10.00 eV. As for the total charge: +2. The HOMO-LUMO gap is 0.039 Ha. The strongest force on any atom comes out at 4.988 eV Å⁻¹.

Geometry as XYZ:
```
92
C22H44AlBrCa2F2IN4O12PS2 | OMol25 | ωB97M-V/def2-TZVPD
C 1.336 2.715 1.676
C 1.324 1.995 0.713
C 0.949 1.248 -0.503
P 1.756 -0.427 -0.589
N 1.197 -1.305 -1.761
N 1.622 1.970 -1.637
C 0.916 3.131 -1.659
N 1.373 4.342 -1.764
C 2.831 4.552 -1.898
F 3.035 5.834 -1.438
C 3.352 4.434 -3.339
C 4.447 3.334 -3.442
N -0.428 2.800 -1.536
C -1.054 3.138 -2.872
C -2.168 2.211 -3.365
C -1.602 1.200 -4.387
C -2.624 0.156 -4.891
C -2.069 -1.267 -4.869
O -1.776 -1.854 -3.616
C -2.912 -2.020 -2.794
C -0.533 1.410 -0.993
C -1.596 1.539 0.122
C -2.404 0.270 0.449
C -1.584 -0.955 0.839
I -0.490 -0.540 2.651
H 1.601 3.365 2.479
H 1.617 -1.080 0.653
H 3.128 -0.117 -0.725
H 0.836 -2.175 -1.388
H 2.638 2.032 -1.556
H 0.729 5.122 -1.755
H 3.363 3.891 -1.210
H 2.510 4.195 -3.990
H 3.773 5.406 -3.588
H 4.219 2.710 -4.304
H 5.437 3.764 -3.562
H 4.424 2.677 -2.573
H -0.279 3.245 -3.636
H -1.494 4.130 -2.735
H -2.851 2.842 -3.939
H -2.756 1.750 -2.568
H -1.304 1.816 -5.242
H -0.669 0.756 -4.022
H -3.541 0.272 -4.308
H -2.852 0.364 -5.937
H -1.142 -1.246 -5.448
H -2.752 -1.947 -5.395
H -3.795 -2.251 -3.396
H -3.112 -1.068 -2.271
H -2.747 -2.802 -2.044
H -0.642 0.577 -1.699
H -2.312 2.258 -0.277
H -1.180 1.995 1.021
H -3.072 0.531 1.274
H -3.009 0.025 -0.428
H -0.943 -1.253 0.007
H -2.275 -1.773 1.032
O -1.762 -4.947 -0.361
H -2.157 -5.636 0.202
H -1.610 -5.349 -1.208
C 1.218 -0.239 6.359
C 2.591 -0.908 6.226
C 2.802 -1.805 7.456
S 1.167 -2.307 7.980
O 0.868 -1.701 9.300
O 0.975 -3.685 7.689
C 0.258 -1.356 6.766
H 0.894 0.230 5.432
H 1.253 0.533 7.138
H 2.607 -1.522 5.323
H 3.386 -0.172 6.134
H 3.378 -2.696 7.221
H 3.272 -1.266 8.279
H -0.682 -0.977 7.176
H 0.038 -2.054 5.931
C 6.494 0.874 -2.104
O 6.011 0.635 -3.214
O 5.535 1.168 -1.082
O 7.675 0.940 -1.765
Al -1.308 -3.517 5.978
Br 6.043 0.128 0.510
F -0.599 -4.554 9.350
Ca -1.164 -0.659 9.073
O -5.534 -3.486 -3.542
S -5.348 -4.862 -4.017
O -4.987 -4.889 -5.432
O -6.550 -5.660 -3.778
O -4.211 -5.470 -3.218
O -4.225 -1.593 5.353
H -3.663 -1.456 4.580
H -4.720 -0.767 5.421
Ca -2.244 -6.896 -2.063
```

Results of the Löwdin charge analysis, in e, for atoms 1 through 8:
1. C 0.147
2. C -0.139
3. C -0.477
4. P 0.788
5. N -0.254
6. N 0.167
7. C -0.336
8. N 0.237


[3]
ORCA calculation (ωB97M-V/def2-TZVPD) on a molecular structure, C42H38N9O16S2 at a distorted geometry.

The calculation puts the LUMO energy at 0.196 eV. The total energy is -4115.803986 Ha. The value obtained for the highest occupied orbital energy is -5.91 eV. The relative energy (zero: lowest compared OMol25 entry of this formula, charge and spin) is 0.0 kJ/mol. As for the total charge: -1. The HOMO-LUMO gap is 0.224 Ha. The strongest force on any atom comes out at 1.283 eV Å⁻¹.

Geometry as XYZ:
```
107
C42H38N9O16S2 | OMol25 | ωB97M-V/def2-TZVPD
N 1.979 -3.987 1.138
C 3.291 -3.888 0.502
S 3.164 -3.765 -1.276
O 4.510 -3.900 -1.803
O 2.588 -2.462 -1.522
N 2.144 -4.842 -1.850
S 2.168 -6.382 -1.425
O 1.230 -6.672 -0.363
O 1.995 -7.181 -2.615
C 3.762 -6.862 -0.808
C 3.898 -7.371 0.473
C 5.155 -7.776 0.896
N 6.272 -7.712 0.169
C 6.107 -7.192 -1.047
C 4.900 -6.777 -1.579
H 1.588 -4.912 0.973
H 2.170 -3.968 2.134
H 4.003 -4.654 0.807
H 3.733 -2.941 0.804
H 3.041 -7.459 1.122
H 5.257 -8.170 1.898
H 6.971 -7.033 -1.671
H 4.855 -6.369 -2.575
C 1.416 2.570 -0.637
C 1.731 3.281 0.515
C 2.544 2.714 1.480
C 3.033 1.436 1.271
C 2.728 0.711 0.134
C 1.911 1.287 -0.824
N 3.912 0.840 2.290
O 4.145 1.497 3.288
O 4.356 -0.267 2.080
H 0.784 3.018 -1.389
H 1.341 4.280 0.660
H 2.793 3.257 2.379
H 3.110 -0.290 -0.020
H 1.664 0.727 -1.715
C -4.141 -2.326 3.487
C -3.736 -2.837 2.261
C -2.612 -3.643 2.181
C -1.916 -3.926 3.340
C -2.297 -3.423 4.568
C -3.421 -2.616 4.638
N -0.732 -4.799 3.254
O -0.427 -5.200 2.158
O -0.140 -5.051 4.289
H -5.022 -1.700 3.546
H -4.295 -2.608 1.364
H -2.284 -4.043 1.233
H -1.729 -3.657 5.456
H -3.735 -2.214 5.592
C -4.438 3.783 -4.820
C -4.144 4.506 -3.671
C -3.315 3.964 -2.703
C -2.792 2.702 -2.905
C -3.072 1.965 -4.039
C -3.903 2.515 -5.002
N -1.901 2.125 -1.884
O -1.683 2.786 -0.886
O -1.435 1.030 -2.100
H -5.085 4.210 -5.574
H -4.563 5.492 -3.526
H -3.084 4.517 -1.804
H -2.652 0.979 -4.171
H -4.133 1.952 -5.896
C 7.439 -2.244 -5.115
C 6.790 -2.894 -4.073
C 7.356 -4.021 -3.503
C 8.571 -4.476 -3.991
C 9.231 -3.847 -5.029
C 8.654 -2.722 -5.594
N 9.173 -5.665 -3.364
O 8.522 -6.174 -2.477
O 10.254 -6.053 -3.758
H 6.997 -1.361 -5.555
H 5.844 -2.528 -3.696
H 6.851 -4.525 -2.691
H 10.175 -4.225 -5.392
H 9.155 -2.214 -6.407
C -6.407 1.957 1.842
C -7.051 1.761 0.627
C -7.153 2.802 -0.281
C -6.602 4.026 0.046
C -5.962 4.241 1.252
C -5.867 3.196 2.156
N -6.689 5.127 -0.925
O -7.266 4.913 -1.969
O -6.168 6.187 -0.634
H -6.324 1.140 2.546
H -7.471 0.795 0.384
H -7.651 2.659 -1.228
H -5.538 5.204 1.487
H -5.366 3.348 3.102
C -4.191 9.373 2.063
C -4.122 10.075 3.259
C -4.250 9.408 4.467
C -4.442 8.040 4.453
C -4.519 7.326 3.274
C -4.393 7.999 2.071
N -4.561 7.319 5.731
O -4.511 7.971 6.753
O -4.702 6.114 5.686
H -4.087 9.897 1.123
H -3.966 11.145 3.253
H -4.197 9.946 5.402
H -4.669 6.258 3.287
H -4.450 7.451 1.140
```

Results of the Löwdin charge analysis, in e, for atoms 1 through 8:
1. N 0.000
2. C -0.327
3. S 0.498
4. O -0.354
5. O -0.356
6. N -0.304
7. S 0.520
8. O -0.343


[4]
ORCA calculation (ωB97M-V/def2-TZVPD) on a molecular structure, C12H37Ag5N9O8 at a distorted geometry.

The calculation puts the LUMO energy at -12.518 eV. The total energy is -2307.848964 Ha. The value obtained for the highest occupied orbital energy is -15.90 eV. The relative energy (zero: lowest compared OMol25 entry of this formula, charge and spin) is 0.0 kJ/mol. As for the total charge: +3. The HOMO-LUMO gap is 0.124 Ha. The strongest force on any atom comes out at 4.673 eV Å⁻¹.

Geometry as XYZ:
```
71
C12H37Ag5N9O8 | OMol25 | ωB97M-V/def2-TZVPD
Ag -1.188 4.740 0.806
Ag -2.422 3.577 -2.722
Ag -4.630 0.387 -1.729
Ag -2.437 0.686 -4.566
Ag -2.837 2.088 0.515
O -2.059 1.125 -2.027
C -0.681 1.209 -1.693
C -0.172 1.308 -0.187
O -0.382 2.391 0.725
H -0.264 2.076 -2.222
H -0.166 0.371 -2.170
H 0.875 1.000 -0.259
H -0.581 0.410 0.297
C 2.460 -3.703 -1.782
C 2.095 -3.116 -0.448
C 2.134 -1.615 -0.538
O 3.383 -1.251 -1.128
C 3.277 0.097 -1.443
N 0.728 -3.580 -0.001
H 3.492 -3.520 -2.071
H 1.668 -3.409 -2.473
H 2.464 -4.789 -1.665
H 2.847 -3.449 0.270
H 2.086 -1.236 0.490
H 1.315 -1.156 -1.101
H 4.176 0.662 -1.712
H 3.135 0.769 -0.586
H 2.601 0.411 -2.243
H 0.315 -3.009 0.723
H 0.825 -4.521 0.357
C -0.043 -2.266 3.573
C 0.030 -0.769 3.310
O -1.190 -0.216 2.824
H 0.794 -2.614 4.176
H -0.112 -2.821 2.637
H -0.940 -2.549 4.127
H 0.804 -0.500 2.588
H 0.313 -0.340 4.273
H -0.950 0.503 2.233
C 1.379 3.602 3.748
O 1.988 4.375 4.460
N 1.824 3.230 2.543
N 0.179 3.037 4.064
H 2.516 3.837 2.133
H 1.242 2.710 1.908
H -0.158 2.383 3.379
H -0.269 3.130 4.960
C -3.775 -1.384 0.831
O -4.529 -1.605 -0.155
N -2.540 -1.832 0.762
N -4.008 -0.566 1.883
H -2.375 -2.361 -0.081
H -1.878 -1.646 1.502
H -4.913 -0.123 1.890
H -3.377 -0.661 2.666
C -3.372 -2.157 -3.688
O -4.178 -1.194 -3.805
N -3.517 -3.308 -4.317
N -2.203 -2.011 -3.016
H -4.290 -3.322 -4.968
H -2.741 -3.946 -4.381
H -1.573 -2.786 -2.876
H -2.075 -1.196 -2.434
C 3.164 4.212 -0.799
O 4.084 4.848 -1.268
N 1.969 4.103 -1.455
N 3.201 3.304 0.139
H 1.161 3.902 -0.874
H 1.792 4.610 -2.307
H 2.450 2.635 0.078
H 4.058 2.799 0.320
```

Results of the Löwdin charge analysis, in e, for atoms 1 through 8:
1. Ag 0.816
2. Ag 0.823
3. Ag 0.793
4. Ag 0.856
5. Ag 0.744
6. O -0.491
7. C -0.370
8. C -0.348


[5]
ORCA calculation (ωB97M-V/def2-TZVPD) on 3 unconnected molecules or ions with the total composition C5H18NO2 at a distorted geometry.

The calculation puts the LUMO energy at -3.051 eV. The total energy is -406.302317 Ha. The value obtained for the highest occupied orbital energy is -14.47 eV. The relative energy (zero: lowest compared OMol25 entry of this formula, charge and spin) is 51.2 kJ/mol. As for the total charge: +1. The HOMO-LUMO gap is 0.420 Ha. The strongest force on any atom comes out at 2.443 eV Å⁻¹.

Geometry as XYZ:
```
26
C5H18NO2 | OMol25 | ωB97M-V/def2-TZVPD
C -0.677 0.858 -0.126
C 0.097 -0.289 -0.785
C 1.307 0.201 -1.614
C 0.979 1.508 -2.442
C 2.455 0.515 -0.640
N -1.678 0.352 0.861
H -1.095 1.510 -0.880
H 0.054 1.450 0.421
H -0.607 -0.880 -1.373
H 0.513 -0.879 0.032
H 1.611 -0.501 -2.376
H 0.232 2.162 -2.002
H 0.695 1.214 -3.444
H 1.849 2.155 -2.471
H 3.130 -0.339 -0.519
H 3.075 1.366 -0.907
H 2.154 0.759 0.388
H -1.964 1.156 1.386
H -2.497 -0.046 0.408
H -1.180 -0.311 1.459
H -3.467 -2.444 2.123
H -2.023 -2.732 1.693
O -2.685 -2.043 1.724
H 0.689 -1.661 2.819
H -0.703 -1.487 3.558
O -0.264 -1.594 2.709
```

Results of the Löwdin charge analysis, in e, for atoms 1 through 8:
1. C -0.162
2. C -0.157
3. C -0.356
4. C -0.049
5. C -0.076
6. N 0.193
7. H 0.115
8. H 0.132